w) Entry from the Open Molecules 2025 dataset: a 16-piece molecular cluster, C5H39NO15 overall (the ωB97M-V functional and the def2-TZVPD basis).

Output
HOMO-LUMO gap = 7.836 eV
LUMO energy = 0.232 eV

Cartesian coordinates (Å):
O: -3.699 -0.934 -0.376
O: -0.274 -0.919 -1.181
O: 0.356 3.535 -1.936
O: 0.320 2.667 2.654
O: 0.879 -5.046 -0.910
O: 3.938 -1.864 2.158
O: -2.410 3.342 -1.914
O: 1.643 1.600 -3.516
O: 1.813 -2.880 -2.421
O: 1.976 0.434 3.126
O: 3.232 -0.484 -2.887
O: -4.237 1.033 1.539
O: -2.563 1.834 3.431
O: 2.102 -2.727 0.333
O: -2.411 0.489 -2.114
N: 1.766 0.773 -0.290
C: 0.975 0.013 0.564
C: -0.326 0.183 0.812
C: -1.165 1.265 0.174
C: -0.990 -0.764 1.768
C: -0.871 -2.079 1.665
H: 1.304 1.954 -4.345
H: 3.330 -2.353 1.543
H: -1.513 0.103 -2.052
H: 0.219 -0.157 -0.886
H: 0.770 1.805 2.619
H: 2.675 0.313 -3.071
H: -2.975 -0.109 -1.605
H: -1.207 -2.746 2.457
H: -2.543 3.396 -0.954
H: -3.603 1.429 2.194
H: 2.640 0.301 2.438
H: -0.952 2.217 0.667
H: 0.885 3.187 3.242
H: 1.907 -2.432 -0.574
H: 3.467 -0.845 -3.728
H: 2.741 0.549 -0.391
H: 1.447 2.319 -2.854
H: -2.326 2.362 -2.046
H: -1.175 1.107 -0.899
H: -0.884 -1.207 -0.487
H: 1.290 -4.382 -1.512
H: -1.593 1.838 3.291
H: 1.261 -0.196 3.119
H: 0.555 4.304 -1.406
H: -3.871 -0.316 0.368
H: 1.295 -5.910 -1.106
H: -1.592 -0.196 2.472
H: -4.986 0.839 2.097
H: 4.777 -2.325 2.084
H: 1.953 -3.683 0.301
H: 0.947 -2.498 -2.633
H: 2.414 -2.096 -2.495
H: -3.931 -1.803 0.006
H: 1.568 -0.816 0.918
H: -0.287 -2.594 0.915
H: -2.182 1.121 0.530
H: 1.416 1.696 -0.505
H: -0.636 3.546 -1.959
H: -2.661 2.807 3.566


x) Entry from the Open Molecules 2025 dataset: a 15-piece molecular cluster, C5H39NO15 overall (the ωB97M-V functional and the def2-TZVPD basis).

Output
HOMO-LUMO gap = 8.641 eV
LUMO energy = 0.130 eV

Cartesian coordinates (Å):
O: 0.673 2.341 -1.372
O: -1.549 3.226 2.447
O: 2.319 2.877 -3.456
O: 0.720 3.496 1.100
O: 1.951 -3.521 2.164
O: 2.251 2.269 2.900
O: -0.543 0.824 4.320
O: -2.405 0.201 -2.932
O: 1.690 -3.642 -2.040
O: -1.270 -3.714 -2.302
O: 2.161 -1.041 -2.573
O: -1.926 2.429 -1.744
O: -3.513 -2.559 -1.499
O: -3.127 1.158 2.044
O: -0.395 -1.507 -3.434
N: -1.637 -2.537 0.639
C: 3.045 1.248 2.332
C: -0.735 -1.491 0.524
C: 0.731 0.256 1.334
C: 0.074 -1.090 1.516
C: 2.285 0.125 1.617
H: 0.457 1.024 2.081
H: -2.578 1.968 2.154
H: 0.570 -1.526 -3.201
H: -2.563 0.525 1.586
H: 1.309 2.904 1.644
H: 2.619 -3.873 1.559
H: -0.762 0.209 5.029
H: -0.752 -0.970 -0.441
H: 2.631 -0.021 0.574
H: -2.539 0.759 -3.700
H: 0.670 0.632 0.283
H: -1.635 -3.392 -1.471
H: -2.504 2.713 -1.025
H: -0.871 -2.345 -3.157
H: 0.056 -1.315 2.586
H: -1.559 -0.322 -3.013
H: -2.012 -3.092 -0.159
H: -3.724 -1.947 -0.781
H: 1.083 4.393 1.100
H: -1.419 3.905 3.118
H: 2.083 2.987 -2.505
H: 2.398 -0.545 -3.375
H: 3.694 0.825 3.102
H: -2.273 1.481 -1.934
H: 2.446 -0.876 2.005
H: -0.703 3.210 1.918
H: 1.856 -2.674 -2.129
H: 2.375 -4.129 -2.504
H: 0.667 2.799 -0.495
H: -2.738 -2.176 -1.940
H: 1.393 2.961 -3.739
H: 1.885 -2.637 1.769
H: -1.347 0.887 3.785
H: -0.307 2.239 -1.541
H: 1.691 -0.343 -2.058
H: 1.609 1.912 3.535
H: -1.416 -3.133 1.426
H: -0.442 -4.165 -2.105
H: 3.631 1.803 1.570


Quick one: least stable of them? w)


w) Entry from the Open Molecules 2025 dataset: one molecule with the formula C5H8N2S (the ωB97M-V functional and the def2-TZVPD basis).

Output
HOMO-LUMO gap = 8.450 eV
SMILES string = S=C[C@@]12CNC[C@@H]1N2
LUMO energy = -0.342 eV

Cartesian coordinates (Å):
S: 3.279 -0.389 0.091
N: -0.324 1.302 -0.924
N: -1.357 -1.033 -0.460
C: 0.599 0.217 -0.513
C: 1.964 0.591 -0.145
C: -0.391 0.810 0.468
C: -1.501 -0.095 0.722
C: 0.040 -1.191 -0.571
H: 2.096 1.751 -0.163
H: -1.776 -1.873 -0.160
H: -1.163 -0.691 1.680
H: 0.621 -1.608 0.263
H: -0.041 1.419 1.281
H: 0.173 2.144 -0.884
H: -2.542 0.396 0.758
H: 0.323 -1.749 -1.443


x) Entry from the Open Molecules 2025 dataset: one molecule with the formula C5H8N2S (the ωB97M-V functional and the def2-TZVPD basis).

Output
HOMO-LUMO gap = 9.725 eV
SMILES string = Cc1c(S)cnn1C
LUMO energy = 0.743 eV

Cartesian coordinates (Å):
S: 1.404 -2.826 0.297
N: 0.138 1.050 0.036
N: 1.220 1.181 0.873
C: -0.666 2.137 -0.370
C: -0.005 -0.315 -0.199
C: 0.880 -1.065 0.594
C: -1.199 -0.868 -0.826
C: 1.688 0.010 1.112
H: -1.055 -0.446 -1.853
H: 0.851 -3.249 1.353
H: -0.380 2.189 -1.483
H: -0.258 3.038 -0.051
H: -2.138 -0.383 -0.273
H: 2.557 -0.305 1.786
H: -1.257 -2.026 -0.880
H: -1.780 1.877 -0.116


Quick one: least stable of them? w)


w) Entry from the Open Molecules 2025 dataset: a 2-piece molecular cluster, C2H2N2O3 overall (the ωB97M-V functional and the def2-TZVPD basis).

Output
HOMO-LUMO gap = 9.817 eV
SMILES string = O=C=NO.N=C=O
LUMO energy = 0.133 eV

Cartesian coordinates (Å):
O: 0.904 -0.638 2.288
O: -2.396 1.946 -1.099
O: 1.785 -0.061 -1.088
N: -0.596 0.401 -1.065
N: 0.738 -0.638 0.914
C: 1.246 -0.108 -0.023
C: -1.592 1.112 -1.218
H: -0.546 -0.562 -1.370
H: 0.457 -1.452 2.660


x) Entry from the Open Molecules 2025 dataset: one molecule with the formula C2H2N2O3 (the ωB97M-V functional and the def2-TZVPD basis).

Output
HOMO-LUMO gap = 9.391 eV
SMILES string = O=C=N[C@@H](O)N=O
LUMO energy = -0.786 eV

Cartesian coordinates (Å):
O: -2.069 -0.083 0.676
O: 2.420 -2.046 0.277
O: -0.744 1.104 -1.066
N: 0.776 -0.549 -0.377
N: -0.899 -0.022 0.981
C: -0.025 0.653 -0.092
C: 1.692 -1.188 0.031
H: -1.766 0.779 -0.999
H: 0.616 1.353 0.568


y) Entry from the Open Molecules 2025 dataset: C2H2N2O3 as an isolated structure (the ωB97M-V functional and the def2-TZVPD basis).

Output
HOMO-LUMO gap = 10.572 eV
LUMO energy = 0.606 eV

Cartesian coordinates (Å):
O: 1.965 1.156 -0.931
O: 0.432 -0.753 1.107
O: -1.601 -1.406 1.760
N: 2.262 0.513 0.297
N: 0.649 0.455 -0.933
C: 1.096 -0.040 0.252
C: -0.946 -0.518 1.483
H: 0.624 -0.289 -1.668
H: -1.217 0.569 1.476


Quick one: least stable of them? y)